C4H14O2S2 | the ωB97M-V functional and the def2-TZVPD basis

Geometry as XYZ:
```
22
C4H14O2S2, DFT the ωB97M-V functional and the def2-TZVPD basis
C 2.396 2.443 -2.033
C 1.221 2.242 -1.091
C 0.950 0.754 -1.091
S -0.198 -0.158 0.026
S -0.716 1.368 1.335
C -2.060 2.170 0.345
H 2.118 2.281 -3.076
H 3.190 1.736 -1.783
H 2.937 3.380 -2.004
H 0.340 2.683 -1.522
H 1.435 2.588 -0.088
H 1.890 0.289 -0.775
H 0.813 0.372 -2.102
H -2.708 2.709 1.045
H -2.557 1.358 -0.154
H -1.553 2.916 -0.255
O -1.987 -5.556 4.103
H -1.430 -5.847 3.367
H -2.498 -4.875 3.648
O -0.612 -4.419 1.051
H -0.281 -4.923 0.302
H -0.688 -3.509 0.752
```

2S+1: 1
Net charge: 0
LUMO level, eV: 0.346
HOMO-LUMO gap, eV: 9.2
Relative energy (zero: lowest compared OMol25 entry of this formula, charge and spin), kcal per mole: 11.6
Electronic energy, Ha: -1107.63173
SMILES: CCCSSC.O.O

***

C4H14O3 | the ωB97M-V functional and the def2-TZVPD basis

Geometry as XYZ:
```
21
C4H14O3, DFT the ωB97M-V functional and the def2-TZVPD basis
C 1.855 -1.235 1.664
C 1.848 -0.208 0.528
C 0.959 -0.607 -0.616
C 1.320 -1.333 -1.665
H 0.876 -1.239 2.139
H 2.649 -0.986 2.367
H 2.046 -2.236 1.284
H 1.482 0.754 0.899
H 2.855 -0.048 0.138
H -0.099 -0.522 -0.399
H 0.617 -1.654 -2.422
H 2.333 -1.717 -1.746
H -0.178 3.082 -1.197
H 0.464 1.676 -1.160
O -0.304 2.180 -0.840
H -2.011 -1.010 0.977
H -2.223 0.427 1.216
O -1.810 -0.341 1.644
H -2.381 0.306 -1.335
H -2.299 1.621 -0.625
O -2.907 0.867 -0.748
```

2S+1: 2
Net charge: -1
LUMO level (spin up / spin down), eV: 3.704 / 3.561
HOMO-LUMO gap (spin up / spin down), eV: 2.9 / 10.1
Relative energy (zero: lowest compared OMol25 entry of this formula, charge and spin), kcal per mole: 7.4
Electronic energy, Ha: -386.46067
<S²>: 0.7505

***

C4H14O3 | the ωB97M-V functional and the def2-TZVPD basis

Geometry as XYZ:
```
21
C4H14O3, DFT the ωB97M-V functional and the def2-TZVPD basis
C 2.102 -0.607 -1.240
C 1.844 0.854 -0.827
C 2.531 1.269 0.476
C 1.601 1.192 1.709
O 0.245 1.530 1.462
H 3.094 -0.708 -1.672
H 1.341 -0.918 -1.959
H 2.003 -1.255 -0.367
H 2.121 1.516 -1.651
H 0.769 1.013 -0.733
H 3.352 0.597 0.730
H 2.960 2.260 0.363
H 1.922 1.931 2.451
H 1.746 0.218 2.183
H -0.297 0.742 1.366
O -3.991 -3.205 -1.474
H -4.184 -3.536 -0.583
H -4.516 -2.401 -1.556
O -5.098 -0.327 0.153
H -4.139 -0.314 0.236
H -5.406 0.148 0.933
```

2S+1: 1
Net charge: 0
LUMO level, eV: 0.222
HOMO-LUMO gap, eV: 10.6
Relative energy (zero: lowest compared OMol25 entry of this formula, charge and spin), kcal per mole: 21.3
Electronic energy, Ha: -386.49278
SMILES: CCCCO.O.O

***

C4H14O3 | the ωB97M-V functional and the def2-TZVPD basis

Geometry as XYZ:
```
21
C4H14O3, DFT the ωB97M-V functional and the def2-TZVPD basis
C -3.261 0.460 1.287
C -2.527 1.428 0.739
C -1.224 1.240 -0.061
C -2.941 2.848 0.858
H -4.328 0.412 1.716
H -2.954 -0.662 1.396
H -0.464 0.720 0.566
H -0.888 2.167 -0.698
H -1.597 0.688 -0.954
H -2.203 3.582 1.353
H -3.837 2.837 1.543
H -3.231 3.166 -0.174
O 4.936 -2.498 -3.402
H 5.515 -2.368 -2.620
H 5.433 -1.848 -3.915
O 1.766 -2.453 -2.158
H 1.869 -1.584 -2.059
H 1.118 -2.781 -1.515
O 1.165 -0.101 3.416
H 1.538 -0.522 2.506
H 0.815 0.749 3.068
```

2S+1: 1
Net charge: 0
LUMO level, eV: 0.291
HOMO-LUMO gap, eV: 9.7
Relative energy (zero: lowest compared OMol25 entry of this formula, charge and spin), kcal per mole: 68.6
Electronic energy, Ha: -386.41739
SMILES: C=C(C)C.O.O.O

***

C4H14O3 | the ωB97M-V functional and the def2-TZVPD basis

Geometry as XYZ:
```
21
C4H14O3, DFT the ωB97M-V functional and the def2-TZVPD basis
C 1.883 0.360 0.839
C 1.176 1.456 0.511
C -0.077 1.761 1.258
C 1.375 2.059 -0.858
H 2.970 0.393 0.879
H 1.420 -0.407 1.452
H 0.037 2.805 1.547
H -0.367 1.194 2.136
H -0.968 1.782 0.614
H 1.749 3.087 -0.937
H 0.682 1.713 -1.618
H 2.344 1.615 -1.143
O 0.053 -3.108 -0.002
H 0.042 -2.138 0.007
H 0.879 -3.308 -0.454
O -1.098 -0.597 -1.283
H -0.997 0.289 -0.923
H -1.918 -0.919 -0.860
O -3.119 -2.269 -0.444
H -3.740 -3.002 -0.547
H -2.327 -2.763 -0.175
```

2S+1: 1
Net charge: 0
LUMO level, eV: 0.678
HOMO-LUMO gap, eV: 9.5
Relative energy (zero: lowest compared OMol25 entry of this formula, charge and spin), kcal per mole: 47.5
Electronic energy, Ha: -386.45100
SMILES: C=C(C)C.O.O.O

***

C4H14O3 | the ωB97M-V functional and the def2-TZVPD basis

Geometry as XYZ:
```
21
C4H14O3, DFT the ωB97M-V functional and the def2-TZVPD basis
C -1.983 0.884 -1.618
C -1.430 -0.338 -1.563
C -2.009 -1.338 -0.594
C -0.349 -0.679 -2.502
H -1.818 1.520 -2.482
H -2.653 1.132 -0.781
H -2.744 -1.809 -1.285
H -2.598 -0.840 0.151
H -1.357 -2.202 -0.529
H -0.866 -0.674 -3.489
H 0.410 -1.463 -2.542
H 0.276 0.188 -2.784
O 0.992 2.074 1.600
H 0.102 1.873 1.904
H 1.005 3.000 1.893
O 1.372 -1.039 -0.036
H 1.338 -0.569 0.805
H 2.122 -0.725 -0.541
O 2.308 0.109 3.467
H 1.694 -0.041 4.179
H 1.807 0.312 2.673
```

2S+1: 1
Net charge: 0
LUMO level, eV: 0.344
HOMO-LUMO gap, eV: 8.8
Relative energy (zero: lowest compared OMol25 entry of this formula, charge and spin), kcal per mole: 53.2
Electronic energy, Ha: -386.44196
SMILES: C=C(C)C.O.O.O

***

C4H14O3 | the ωB97M-V functional and the def2-TZVPD basis

Geometry as XYZ:
```
21
C4H14O3, DFT the ωB97M-V functional and the def2-TZVPD basis
C -0.067 1.354 1.798
C -1.378 0.921 1.158
C -1.366 -0.165 0.380
C -2.589 -0.715 -0.279
H -0.321 2.201 2.445
H 0.302 0.484 2.328
H 0.673 1.739 1.106
H -2.259 1.339 1.624
H -0.478 -0.788 0.346
H -3.493 -0.247 0.116
H -2.489 -0.396 -1.330
H -2.684 -1.794 -0.284
O 2.068 -1.098 1.393
H 2.084 -0.410 2.061
H 2.185 -0.563 0.586
O 2.102 0.682 -0.973
H 1.535 1.047 -1.639
H 2.536 1.480 -0.657
O 1.503 -1.427 -3.600
H 0.537 -1.447 -3.564
H 1.600 -2.196 -3.015
```

2S+1: 1
Net charge: 0
LUMO level, eV: 0.488
HOMO-LUMO gap, eV: 9.5
Relative energy (zero: lowest compared OMol25 entry of this formula, charge and spin), kcal per mole: 34.8
Electronic energy, Ha: -386.47133
SMILES: C/C=C/C.O.O.O

***

C4H14O4 | the ωB97M-V functional and the def2-TZVPD basis

Geometry as XYZ:
```
22
C4H14O4, DFT the ωB97M-V functional and the def2-TZVPD basis
C 2.583 -0.177 1.641
O 1.802 0.197 0.494
C 0.947 1.308 0.772
C 0.277 1.809 -0.557
O -0.290 0.737 -1.241
C -0.342 0.868 -2.635
H 3.305 0.606 1.872
H 3.044 -1.155 1.501
H 2.023 -0.302 2.568
H 1.519 2.167 1.122
H 0.126 0.962 1.400
H 0.996 2.327 -1.192
H -0.405 2.573 -0.183
H 0.674 0.675 -2.979
H -0.557 1.839 -3.080
H -0.994 0.123 -3.091
O -4.080 -1.572 1.277
H -4.093 -0.749 0.789
H -4.958 -1.642 1.653
O -0.458 -3.886 -0.191
H 0.152 -3.152 -0.129
H -1.271 -3.555 0.191
```

2S+1: 1
Net charge: 0
LUMO level, eV: 0.640
HOMO-LUMO gap, eV: 10.4
Relative energy (zero: lowest compared OMol25 entry of this formula, charge and spin), kcal per mole: 41.1
Electronic energy, Ha: -461.69084
SMILES: COCCOC.O.O

***

Q: Which formula does entry 6 have?
A: C4H14O3

***

Q: net charge of number 6 (C4H14O3)?
A: 0